[1]
{"formula": "C5H14", "method": "ωB97M-V with the def2-TZVPD basis set", "largest_force_ev_per_a": 1.15, "total_energy_ha": -198.8804, "gap_ha": 0.4589, "e_above_lowest_kj_mol": 23.0, "homo_ev": -11.371, "smiles": "CCC.CC", "species": ["C", "C", "C", "H", "H", "H", "H", "H", "H", "H", "H", "C", "C", "H", "H", "H", "H", "H", "H"], "positions_angstrom": [[-0.927875, 1.471922, 1.342138], [-1.067334, -0.015675, 1.219596], [-2.159012, -0.623968, 2.139169], [-1.796352, 2.021324, 0.977379], [-0.088837, 1.871099, 0.764804], [-0.734293, 1.768577, 2.375189], [-1.305636, -0.309575, 0.195528], [-0.139680, -0.532341, 1.472543], [-2.621784, -1.462832, 1.631528], [-1.722894, -0.884567, 3.105259], [-2.902709, 0.115082, 2.425143], [1.379149, -0.314405, -1.702438], [2.481039, -0.549364, -2.739566], [0.913034, 0.665486, -1.765465], [0.597105, -1.042903, -1.669492], [1.852842, -0.384253, -0.734851], [2.196017, -0.151180, -3.716146], [2.662510, -1.613509, -2.877069], [3.384713, -0.028915, -2.443241]], "atomic_forces_ev_per_a": [[0.518, 0.796, -0.029], [-0.585, -0.972, 0.196], [0.614, 0.771, 0.080], [-0.222, -0.165, 0.155], [0.065, -0.205, -0.038], [-0.154, 0.005, 0.059], [0.101, 0.192, -0.099], [0.180, 0.188, -0.157], [-0.150, -0.233, 0.367], [0.017, -0.487, -0.134], [-0.373, 0.105, -0.414], [0.757, 0.306, 0.288], [-0.839, 0.184, -0.412], [0.069, 0.137, -0.121], [-0.498, -0.567, -0.424], [0.011, 0.116, 0.552], [-0.001, -0.066, -0.011], [0.257, 0.003, 0.114], [0.233, -0.110, 0.028]]}

[2]
{"formula": "C5H14", "method": "ωB97M-V with the def2-TZVPD basis set", "largest_force_ev_per_a": 1.49, "total_energy_ha": -198.8798, "gap_ha": 0.4642, "e_above_lowest_kj_mol": 24.6, "homo_ev": -11.483, "smiles": "CCC.CC", "species": ["C", "C", "C", "H", "H", "H", "H", "H", "H", "H", "H", "C", "C", "H", "H", "H", "H", "H", "H"], "positions_angstrom": [[1.306240, 2.993718, -0.016494], [0.873366, 1.542537, 0.206549], [0.241644, 0.896039, -1.010379], [1.987953, 3.085384, -0.876615], [1.855869, 3.422320, 0.825455], [0.461570, 3.669014, -0.213703], [1.734278, 0.978484, 0.565354], [0.158794, 1.570620, 1.028713], [-0.053038, -0.105888, -0.690347], [-0.716010, 1.344968, -1.279126], [0.891900, 0.727482, -1.860750], [-0.641489, -3.064635, 0.080294], [-1.663371, -2.158283, 0.791499], [0.117419, -2.432193, -0.358765], [-0.226576, -3.814824, 0.753703], [-1.139606, -3.618142, -0.723184], [-2.706673, -2.474445, 0.835162], [-1.693432, -1.162062, 0.324981], [-1.286083, -1.907864, 1.782588]], "atomic_forces_ev_per_a": [[0.355, 0.407, -0.494], [0.235, 1.103, 0.064], [-0.612, -1.081, 0.816], [-0.211, -0.115, 0.118], [-0.128, -0.196, 0.129], [0.067, -0.294, 0.017], [0.011, -0.179, -0.112], [-0.145, -0.301, 0.054], [0.015, -0.196, -0.130], [0.285, 0.390, -0.294], [0.156, 0.484, -0.192], [-1.321, -0.141, -0.073], [0.525, 1.028, 0.007], [0.451, -0.160, -0.014], [0.182, 0.181, -0.024], [0.213, 0.119, -0.041], [0.273, -0.444, 0.118], [-0.065, -0.330, -0.243], [-0.284, -0.274, 0.294]]}

[3]
{"formula": "C5H14", "method": "ωB97M-V with the def2-TZVPD basis set", "largest_force_ev_per_a": 5.47, "spin_multiplicity": 2, "total_energy_ha": -198.4213, "gap_ha": [0.3949, 0.1253], "e_above_lowest_kj_mol": 172.4, "homo_ev": [-13.996, -13.748], "charge": 1, "species": ["C", "C", "C", "H", "H", "H", "H", "H", "H", "H", "H", "C", "C", "H", "H", "H", "H", "H", "H"], "positions_angstrom": [[0.264589, -1.996314, -1.079886], [-0.659707, -1.422946, -2.266959], [0.932427, -1.039177, -0.215628], [-0.316178, -2.771268, -0.433397], [0.814872, -2.942506, -1.356808], [0.094775, -0.974333, -3.016772], [0.481299, 0.053860, -0.252311], [0.941949, -1.245207, 0.924798], [2.033947, -1.007582, -0.371589], [-1.201592, -2.265466, -2.693479], [-1.223102, -0.584086, -1.869221], [-0.055924, 2.387043, 1.067562], [-0.754940, 1.669531, 2.134804], [0.622303, 1.618487, 0.554137], [-0.633648, 2.821999, 0.230405], [0.909547, 3.042075, 1.356141], [0.100142, 1.024620, 2.598212], [-1.614701, 1.160682, 1.750629], [-0.736064, 2.470597, 2.939367]], "atomic_forces_ev_per_a": [[-1.180, 1.179, -2.064], [2.761, -0.985, 1.551], [-0.847, 2.394, 1.372], [-0.203, 0.057, 0.071], [0.240, 0.171, -0.014], [-0.961, -0.683, 0.848], [0.878, -2.312, -0.212], [-0.055, -0.167, -1.192], [-0.032, -0.257, 0.014], [-0.236, 0.500, -0.186], [-0.409, -0.057, -0.195], [4.559, 0.308, -3.010], [3.303, 0.987, 2.812], [-0.897, 0.673, -0.128], [0.193, 0.195, 0.796], [-2.766, -0.736, -0.143], [-1.937, 0.173, -0.662], [-0.669, -0.186, 0.732], [-1.742, -1.255, -0.388]]}

[4]
{"formula": "C5H14CuGeSe3Te2", "method": "ωB97M-V with the def2-TZVPD basis set", "largest_force_ev_per_a": 0.08, "total_energy_ha": -11656.7872, "gap_ha": 0.2119, "homo_ev": -3.279, "charge": -1, "species": ["Cu", "Se", "Te", "Te", "Se", "C", "Ge", "C", "C", "C", "Se", "C", "H", "H", "H", "H", "H", "H", "H", "H", "H", "H", "H", "H", "H", "H"], "positions_angstrom": [[-1.689364, 2.045664, 0.281649], [-0.232362, 2.785080, 2.022828], [-2.099629, 3.246227, 3.650183], [-3.708896, 1.156383, 3.081271], [-3.990406, 1.529616, 0.601835], [1.810123, -0.450768, 0.805742], [0.324011, -1.192102, -0.222706], [-1.263595, -1.399588, 0.873380], [0.882352, -2.953656, -0.903878], [-0.072625, -0.179162, -1.876700], [-0.446212, 1.733929, -1.797501], [1.320708, 2.352132, -1.285038], [2.134765, -1.201842, 1.528806], [1.487883, 0.431667, 1.360475], [2.659763, -0.198686, 0.169912], [-1.066475, -2.133798, 1.657232], [-2.110247, -1.739382, 0.276510], [-1.546089, -0.462844, 1.353596], [1.102169, -3.625342, -0.072592], [1.778281, -2.869923, -1.521328], [0.091654, -3.405224, -1.505110], [-0.981620, -0.609773, -2.302070], [0.722863, -0.315245, -2.612099], [1.572955, 1.980990, -0.296633], [1.264894, 3.437301, -1.242601], [2.055097, 2.038346, -2.025164]], "atomic_forces_ev_per_a": [[-0.061, -0.036, -0.008], [-0.004, -0.002, 0.013], [-0.007, 0.008, 0.024], [0.012, 0.023, -0.047], [0.078, 0.001, 0.002], [-0.011, -0.024, 0.015], [0.010, 0.055, -0.033], [0.007, -0.023, 0.033], [-0.008, -0.003, -0.005], [0.005, 0.024, 0.002], [-0.028, -0.008, 0.030], [0.001, -0.007, 0.041], [0.009, 0.001, 0.002], [-0.005, 0.005, -0.008], [0.003, 0.004, -0.006], [0.002, -0.015, -0.006], [-0.011, 0.011, 0.005], [0.001, 0.020, -0.010], [0.002, -0.006, 0.004], [0.006, 0.003, -0.002], [-0.003, -0.005, -0.003], [0.001, -0.004, -0.006], [0.003, -0.025, 0.004], [-0.001, -0.012, -0.007], [0.000, 0.003, -0.026], [0.000, 0.012, -0.008]]}

[5]
{"formula": "C5H14IN5", "method": "ωB97M-V with the def2-TZVPD basis set", "largest_force_ev_per_a": 5.93, "total_energy_ha": -769.7140, "gap_ha": 0.3173, "e_above_lowest_kj_mol": 122.0, "homo_ev": -15.732, "smiles": "[H]/N=C(\\[C@H](NI)/[NH+]=C/N)[C@@H](C)[NH3+]", "charge": 2, "species": ["H", "N", "C", "C", "N", "I", "N", "C", "N", "C", "C", "N", "H", "H", "H", "H", "H", "H", "H", "H", "H", "H", "H", "H", "H"], "positions_angstrom": [[-0.212762, -2.309622, 1.718249], [-0.490501, -1.874703, 0.768293], [-0.542940, -0.724793, 0.316605], [0.043199, 0.671478, 1.177768], [-1.164567, 1.542856, 1.093592], [-1.093648, 3.349086, 0.085809], [1.311326, 1.221629, 0.733658], [2.388369, 1.403460, 1.496413], [3.418178, 2.141929, 1.091676], [-0.917565, -0.500757, -1.151382], [0.359436, -0.597174, -2.056429], [-1.827851, -1.692969, -1.502455], [0.229092, 0.181427, 2.170066], [-1.550741, 1.746842, 1.954618], [1.055963, 1.773727, -0.093708], [2.322874, 0.773426, 2.458509], [4.138814, 2.229766, 1.775103], [3.574649, 2.194998, 0.171722], [-1.480738, 0.505099, -1.260951], [1.180046, -1.151550, -1.516046], [0.659860, 0.410227, -2.402468], [0.143971, -1.222698, -2.958836], [-1.513691, -1.923134, -2.437514], [-2.834394, -1.428943, -1.331723], [-1.605382, -2.408139, -0.798028]], "atomic_forces_ev_per_a": [[-0.379, 1.829, -1.944], [-0.612, -2.210, 1.265], [2.960, 2.694, 1.242], [-1.945, -3.098, 0.038], [1.988, -0.529, -1.968], [0.162, -0.352, 0.052], [-1.002, 0.429, -0.352], [-1.179, -0.848, -0.229], [-2.226, -2.055, 5.094], [-0.519, 0.700, 0.247], [-0.018, -0.501, 0.261], [-0.447, 2.110, 0.964], [-0.562, 0.896, -0.510], [-0.730, 0.399, 2.359], [1.323, 0.329, 0.067], [0.611, 1.661, -1.167], [0.929, 0.240, -0.037], [0.980, 0.965, -4.230], [0.761, -1.874, -0.025], [-0.742, 0.820, -0.559], [0.042, -0.672, 0.212], [0.190, 0.718, 0.493], [-1.059, -0.662, -0.338], [1.075, -0.513, -0.980], [0.396, -0.475, 0.048]]}

[6]
{"formula": "C5H14N", "method": "ωB97M-V with the def2-TZVPD basis set", "largest_force_ev_per_a": 4.29, "total_energy_ha": -253.3595, "gap_ha": 0.3954, "e_above_lowest_kj_mol": 154.2, "homo_ev": -13.950, "charge": 1, "species": ["C", "C", "C", "C", "H", "H", "H", "H", "H", "H", "H", "H", "C", "N", "H", "H", "H", "H", "H", "H"], "positions_angstrom": [[0.878438, 0.972438, 0.079517], [0.202538, 0.487048, 1.126616], [0.287948, 1.842888, -0.991083], [0.793028, -0.383402, 2.197216], [1.943477, 0.722158, -0.013533], [-0.862492, 0.737338, 1.219666], [-0.781292, 2.023508, -0.789303], [0.382798, 1.357068, -1.976773], [0.808388, 2.814747, -1.026333], [0.698188, 0.102428, 3.182906], [0.272588, -1.355251, 2.232466], [1.862267, -0.564012, 1.995436], [-1.539251, -1.002101, -1.010723], [-0.069722, -1.188721, -0.796663], [-1.734121, -0.039792, -1.513303], [-2.071081, -1.008381, -0.044423], [-1.941251, -1.814801, -1.638833], [0.436288, -1.183511, -1.705243], [0.314098, -0.424591, -0.204743], [0.119168, -2.095061, -0.322873]], "atomic_forces_ev_per_a": [[0.741, 1.799, 1.134], [0.306, 1.571, 1.191], [-0.257, -0.005, 0.080], [0.247, -0.061, -0.181], [-0.252, 0.104, 0.059], [0.316, -0.052, -0.038], [0.426, 0.057, -0.123], [0.041, 0.335, 0.158], [-0.182, -0.439, -0.091], [-0.032, -0.284, -0.379], [0.122, 0.270, 0.208], [-0.386, 0.047, 0.181], [-0.683, -0.071, -0.196], [-0.793, -3.451, -2.417], [0.286, -0.471, 0.263], [0.424, -0.035, -0.397], [0.285, 0.363, 0.327], [-0.424, -0.214, 0.692], [-0.053, -0.074, 0.084], [-0.130, 0.612, -0.555]]}